{"formula": "C4H7NO", "method": "wB97M-V/def2-TZVPD", "homo_lumo_gap_ev": 10.37, "multiplicity": 1, "relative_energy_kcal_mol": 19.6, "lumo_ev": 1.04, "homo_energy_ha": -0.3429, "symbols": ["C", "C", "N", "C", "C", "O", "H", "H", "H", "H", "H", "H", "H"], "positions_angstrom": [[-1.518270, 0.315122, 1.490704], [-0.478849, 0.001767, 0.465717], [0.046388, -1.134580, 0.259496], [1.068021, -0.939619, -0.768928], [0.919792, 0.538519, -1.192765], [-0.049770, 1.062577, -0.269623], [-1.047261, 0.379813, 2.475810], [-2.259934, -0.485136, 1.520288], [-2.001959, 1.267792, 1.270306], [2.056593, -1.159711, -0.348516], [0.905060, -1.631820, -1.601014], [0.525246, 0.658008, -2.207123], [1.834945, 1.127269, -1.094351]], "forces_ev_per_a": [[-0.042, 0.004, -0.006], [-0.011, -0.310, 0.174], [-0.177, 0.375, 0.040], [0.191, -0.060, -0.177], [0.148, -0.038, -0.171], [-0.047, 0.016, 0.071], [-0.061, 0.013, -0.117], [0.117, 0.101, 0.009], [0.043, -0.126, 0.011], [-0.144, 0.051, -0.070], [0.027, 0.108, 0.105], [0.052, -0.025, 0.149], [-0.097, -0.109, -0.018]]}